Below is a cluster of 15 separate species, C74H189N11O26 in total, with properties calculated with ωB97M-V/def2-TZVPD.

Calculated values
- Gap between HOMO and LUMO: 8.7258 eV

```
300
Properties=species:S:1:pos:R:3:forces:R:3:mulliken_charge:R:1
H -1.05622 5.21467 -0.27704 -0.024 0.165 0.158 -0.924
H -4.29467 2.16683 -3.72806 -0.898 0.367 -0.610 0.503
O 1.24239 -0.01019 5.48344 -1.369 0.179 -0.938 -0.054
H -4.32925 4.82996 3.38858 -0.038 -0.116 0.129 0.220
N -2.75573 -0.82757 -7.77876 -1.746 -0.716 1.330 -0.403
N 2.10250 -7.66607 5.21140 -0.840 -0.113 -1.616 -0.392
H 8.92054 5.42567 2.66720 -0.078 0.380 -0.141 0.571
C 6.05773 -1.37269 0.88525 -0.911 0.374 0.195 1.423
H -3.23071 -3.52948 2.20779 -0.611 -0.251 -0.593 0.540
C 5.98471 -4.98452 3.47905 -0.145 1.002 -0.318 -0.715
C 7.85935 -1.99394 2.48410 -0.175 0.154 -1.338 -0.485
H 4.88949 -5.06225 3.47663 0.404 -0.439 0.535 -0.255
H -3.92649 1.88707 1.23646 -0.429 0.478 -0.159 -0.157
H -2.71907 1.56377 -4.34626 -0.303 0.449 0.539 0.311
H -5.78576 3.08744 -0.73292 0.140 0.274 -0.035 0.291
H 5.90404 -10.17334 -4.02846 -0.017 -0.505 -0.184 0.278
H -0.62113 -3.77691 -2.15658 -0.142 0.007 0.178 0.144
C -1.93308 0.89073 -9.25159 -0.480 0.833 0.232 -0.683
O 1.56616 5.05761 -1.21372 -0.561 0.309 -0.613 -0.513
H 8.07262 3.85033 5.13080 -0.122 0.278 0.073 0.251
H 6.35657 4.25589 -1.28657 0.407 0.058 -0.181 0.206
H -3.13577 4.41695 0.56054 0.543 -0.309 0.517 0.057
H 3.32451 3.73575 0.25513 0.039 0.185 0.262 -0.533
C -4.60089 -1.17378 -6.14559 -2.185 0.535 -0.087 -0.216
H -6.57625 1.46532 -6.24434 -0.080 -0.084 0.050 0.241
H 4.13966 -10.54074 -4.20194 -0.207 0.251 -0.409 0.246
H -1.20432 2.92892 -1.42672 0.256 -0.119 0.104 -0.584
H -2.55521 -6.03430 -2.94784 0.133 -0.013 0.283 0.387
H 2.63696 -0.29264 6.86252 0.155 -0.146 0.317 0.235
C 7.67037 2.26116 2.59640 0.351 0.524 -0.030 -0.940
H -0.81651 -0.32651 5.84275 0.481 0.289 -0.351 0.392
H -4.31265 11.06806 -4.16440 -0.323 0.288 -0.101 0.277
H 8.15108 -3.76675 3.72900 -0.280 0.454 -0.020 0.490
H -6.93290 1.40107 3.15278 0.020 0.082 -0.036 0.395
O 4.66863 -8.97529 -2.94975 -0.784 -1.395 -1.165 -0.296
H 3.42687 5.45269 1.26910 -0.017 0.015 0.347 -0.439
H -6.10972 -2.93480 -2.91770 -0.004 0.253 0.026 0.516
C -1.52802 2.12962 -2.09695 0.192 0.394 0.058 -0.198
H -5.33482 3.65816 2.54436 -0.266 -0.248 0.338 0.240
C -1.54433 5.81483 -2.24527 -0.737 -0.033 -1.409 -0.036
H 4.95967 -11.05768 -2.72692 0.181 0.738 -0.761 0.275
H -5.66310 0.24727 1.42645 -0.217 -0.278 -0.402 -0.441
H 5.47984 -4.69538 -0.89497 0.226 -0.520 0.609 0.354
H 4.93493 -10.95347 5.40038 -0.552 -1.023 -0.120 0.311
H -9.76954 -3.37665 2.38548 0.447 -0.242 0.738 0.368
H 1.50862 -3.93105 -0.71671 -0.437 -0.334 0.171 0.124
H -9.46260 -1.43253 3.34666 -0.524 0.292 0.184 0.275
C 6.16794 2.50049 2.59625 -0.154 0.083 0.004 1.226
H 5.00226 -6.65613 -2.36846 -0.039 -0.286 0.027 0.167
H -3.23111 1.18988 -7.59059 0.213 -0.197 0.066 0.144
H 5.43274 -2.23792 1.04773 -0.156 -0.485 0.135 -0.612
C 1.30140 -5.75417 3.84361 -0.704 -0.067 -0.601 -0.154
H -1.90258 2.25269 -11.42498 -0.246 0.302 0.385 0.305
H -3.28071 8.53885 -5.06663 0.173 -0.578 0.202 0.416
H -7.18305 -0.20168 0.55261 0.093 -0.016 -0.451 -0.672
C -2.03749 4.51518 -5.89928 -1.248 -0.121 -0.047 -0.049
H -1.53539 0.75312 -7.15266 -0.324 0.298 -0.067 0.173
H 7.99266 1.74430 3.52409 -0.316 0.539 -0.006 0.465
O 3.25751 -4.89291 -0.49431 -0.954 -0.004 1.355 -0.545
H 4.18765 3.62737 4.96242 -0.158 -0.049 -0.221 0.380
H 7.91701 -4.15482 2.04453 0.336 0.612 -0.100 0.323
H -1.89671 1.75776 4.15860 -0.524 0.516 -0.175 0.425
C -2.22459 1.14969 2.24759 -0.519 0.762 0.109 2.302
O -2.84715 2.49481 -2.41632 -0.413 -1.051 -0.603 0.019
H 5.18759 1.31944 -1.55356 0.633 0.242 0.227 -0.089
H 3.27572 -0.71887 2.11993 0.146 -0.601 0.497 0.292
O 1.69809 4.86324 2.80808 -0.360 -0.453 -0.122 -0.332
H -0.28855 -0.57224 3.46920 -0.389 0.275 -0.280 -0.694
H -0.88865 6.99457 -0.59498 -0.437 -0.724 0.101 0.293
C -6.38423 0.39520 -6.23940 0.313 -0.793 -0.234 -0.654
H -8.86286 1.90570 1.99874 -0.231 -0.524 0.180 0.354
H -9.13352 -0.52610 1.04517 0.030 -0.367 0.081 -0.457
H 5.60368 -7.61083 4.95624 -0.460 0.447 0.426 0.550
H 3.70389 3.16758 3.28822 -0.186 0.337 -0.227 0.015
H -11.15111 -3.74720 1.48148 -0.759 -0.507 -0.604 0.268
C 0.69902 3.87841 3.12542 0.739 -0.322 -0.714 -0.106
C 4.90957 -7.29535 -1.46783 1.394 0.847 -0.260 -0.398
H 5.68363 -0.61171 1.59058 -0.015 0.178 -0.036 -0.786
H -7.94399 -0.82162 -1.82095 -0.378 0.760 0.432 0.333
H -0.52568 5.44896 -2.44903 -0.274 0.239 -0.369 -0.049
H 1.19234 2.96264 3.43410 0.497 -0.005 -0.013 -0.316
H 6.93894 1.73523 -1.99773 -0.651 -0.168 -0.337 0.261
H -2.61639 11.54969 -3.73481 -0.574 -0.327 -0.012 0.238
H 1.68690 -1.69390 0.87071 -0.015 0.432 -0.573 -0.577
H -0.32282 1.37539 5.77697 0.307 -0.108 0.061 0.442
O 6.20076 -3.65543 2.97554 0.589 -0.459 0.331 -0.030
H -3.95360 -1.60993 -0.36203 -0.142 0.070 0.062 -0.335
H -0.13579 -1.44489 -0.81818 0.414 0.011 -0.313 0.254
O -4.98303 0.20591 -6.13774 0.008 -0.093 0.095 -0.057
H -1.99758 5.75901 -7.63356 0.005 0.251 -0.013 0.407
C -9.26314 -6.15680 0.43564 -0.180 -0.809 0.211 -0.825
H 6.71080 -6.97909 -0.63780 -0.622 0.626 0.319 0.303
H 0.08044 3.57435 2.24400 0.209 0.663 0.589 -0.029
H -0.24376 -5.47147 -2.07462 0.105 -0.191 0.627 0.374
O -8.60650 -5.46565 -0.58724 -0.226 0.948 -0.298 -0.271
C 0.18334 -0.59507 -0.20906 -1.590 -0.147 0.842 0.509
N 0.03307 0.63508 -0.91674 -1.008 -0.432 -2.072 -0.007
C -1.52165 6.08613 -0.75956 -0.647 0.672 0.103 0.857
H 0.34054 1.03104 3.32704 -0.469 0.122 0.062 -1.186
C 4.55643 -7.80321 4.66753 -0.010 -0.037 -0.394 0.212
H -0.92826 2.18274 -3.00462 0.324 -0.012 -0.154 0.534
O -1.67945 -4.70778 -0.62753 0.973 0.210 -2.182 -0.403
C 5.12502 6.30540 -0.53547 -0.076 -0.005 -0.637 -0.519
O -1.38721 6.87181 -6.01520 -0.517 -0.399 -0.187 -0.645
C 1.54006 -0.72121 0.34301 0.496 -0.113 1.447 -0.232
N 7.43065 -1.66209 1.11005 0.475 -1.024 0.491 -0.369
N 3.06385 6.27488 0.80645 -0.066 -0.096 -0.414 0.469
C 2.15642 6.99482 1.65783 -0.264 -1.250 1.243 -1.134
O 6.05768 5.58936 0.18915 0.070 -0.415 2.080 -0.098
C -3.67718 8.50646 -4.04099 0.058 0.256 0.544 -0.749
C 1.10515 6.01576 2.24092 -0.113 0.724 -0.584 0.413
H -5.17080 -1.67192 -6.94493 0.057 -0.053 0.054 0.535
H 2.13772 5.53968 -0.56679 -0.138 -0.459 0.132 0.208
C -6.33896 -1.89485 -2.62279 -0.769 -0.006 0.182 0.828
C -2.37781 0.55328 -7.84694 0.887 0.240 0.119 -0.108
N -1.83597 0.92181 3.60123 1.547 -0.729 1.365 -0.256
H -7.75126 -4.47437 -2.88163 0.952 -0.441 -0.242 0.346
H -0.97438 4.28961 -5.91382 -0.023 -0.380 0.153 0.308
H 3.48889 -6.14256 5.48883 -0.074 -0.169 0.274 -0.031
H 0.32487 1.41881 -0.38018 0.066 0.542 0.648 -0.218
H 7.89888 1.52399 1.82281 -0.168 0.103 -0.252 0.126
H 2.11714 -8.68942 5.21211 -0.130 0.382 -0.057 0.295
H -2.59675 -0.78785 -5.61383 -0.150 0.044 -0.463 0.055
H -4.74555 8.69355 -4.12260 -0.472 -0.347 -0.032 0.406
H -4.30373 -3.14223 -1.18264 -0.194 0.355 -0.134 0.321
C 5.81707 -0.92367 -0.53689 -0.728 -0.105 -0.457 0.292
H -1.48980 6.84083 -5.03289 0.079 0.008 -0.239 0.418
C -3.17008 -1.28182 -6.43494 2.022 -0.593 0.228 -0.569
H -2.30266 -2.02278 1.86891 -0.246 -0.319 -0.068 -0.476
C -1.34122 0.77667 -1.42913 -0.049 0.236 1.105 0.414
H 1.45925 0.98856 7.20071 -0.017 0.100 0.691 0.368
O 5.73440 3.16553 3.76349 0.355 0.220 0.684 -0.442
O -3.13328 9.61247 -3.33372 0.277 -0.320 0.031 -0.292
N -8.38650 -2.85533 -1.62783 -0.101 0.558 0.374 -0.032
H -2.45264 4.54796 -4.85432 0.590 -0.174 -0.847 -0.207
H -1.44452 7.80990 -2.81426 -0.381 -0.532 -0.286 0.270
H 7.93029 -0.86665 0.79690 0.765 0.701 -0.342 0.363
H -1.57582 -0.05856 -2.09200 0.238 0.023 -0.221 0.441
C -7.85868 -1.73118 -2.37174 1.549 -1.111 -0.195 -1.509
H -4.24295 1.25956 2.92094 0.259 0.473 -0.677 0.390
H -3.77246 7.21043 -2.22681 -0.339 0.561 -0.595 0.355
C 4.15522 7.08956 0.34031 0.037 -0.943 -1.696 -1.076
O -1.18017 -3.76822 1.97718 -0.693 0.558 0.555 -0.179
O -6.66612 1.86915 0.62452 -0.492 -0.448 0.701 -0.508
C -6.70145 0.53386 1.18648 0.436 1.311 1.127 2.207
H 10.87334 5.64645 5.68258 0.191 0.219 0.385 0.321
C -4.56741 3.76595 3.31366 1.462 -0.044 -0.501 -0.931
H -10.92022 -0.33288 3.52221 0.206 -0.232 -0.051 0.260
H 0.12658 4.18231 3.98438 -0.711 0.402 0.133 0.494
H 2.12065 -3.98474 0.94908 -0.434 -0.190 0.047 -0.275
H 7.59040 4.26273 -0.00979 0.152 0.701 -0.298 0.088
N -1.89847 6.94903 -3.16324 -0.125 0.713 0.472 -0.100
H 3.04167 2.15626 -0.37937 -0.060 0.182 -0.373 -0.070
H 1.18727 3.12331 -1.85851 0.286 0.376 -0.438 0.597
O 10.04731 4.06122 4.69192 -1.695 -0.369 -0.393 -0.363
O -2.80467 6.37770 -0.17449 0.187 -0.811 0.290 -0.550
C -8.61455 -4.00998 -2.45707 -1.478 -0.153 0.599 -0.764
C -6.00644 2.03842 -0.61424 -0.623 -1.323 -0.020 -0.506
O -3.33919 3.12791 2.85515 -0.929 0.458 -0.091 -0.157
H -0.54070 -0.61499 0.63787 0.302 -0.200 -0.006 -0.405
H 4.78550 -0.49281 -0.62884 0.595 -0.351 0.249 -0.404
C 1.58443 -7.21221 3.87505 -0.107 -1.273 1.248 -0.954
H 4.60921 5.57901 -1.20890 -0.124 0.753 0.170 0.257
H -5.09613 1.42790 -0.62347 0.112 0.209 -0.255 0.007
H -6.77392 -0.08762 -7.15213 0.130 0.361 -0.010 0.340
H 5.85351 3.13529 1.75769 0.194 -0.303 -0.356 -0.281
H -10.37051 -4.55210 -1.31564 0.505 -0.351 -0.173 0.320
O -1.78362 2.31886 -9.28229 0.210 -0.427 -1.557 -0.196
O 2.49681 -5.03926 3.64902 0.044 0.889 0.449 0.596
H -3.04677 -1.99991 4.27420 0.194 -0.123 -0.760 0.312
C 1.95901 -4.57851 0.04052 0.982 0.197 -0.641 0.204
H 0.58697 6.60116 3.01782 -0.377 -0.363 -0.216 0.434
H -6.67042 1.69432 -1.43729 0.424 0.188 0.205 0.325
H 3.46023 -7.54259 6.58154 0.982 -0.070 0.852 0.512
H 0.41903 5.68777 1.42264 0.253 0.393 0.579 -0.451
H 3.88229 -6.30289 0.98359 -0.503 0.709 0.010 -0.001
C 8.68586 4.56485 4.58257 0.613 -0.106 -0.760 -0.694
H 0.87218 3.37324 -0.22726 -0.296 0.097 0.916 -1.152
H -7.80442 -3.03754 -0.80811 -0.207 -0.183 -0.416 0.268
H 8.65410 5.58718 4.97453 -0.199 -0.216 0.503 0.452
H 2.98100 0.94576 2.72607 0.193 0.162 0.559 -0.559
H -2.85071 -4.32562 -3.03479 -0.248 0.294 -0.294 0.134
H 4.21032 1.90638 4.43286 0.114 0.700 -0.149 0.296
H 5.70743 7.00611 -1.13896 -0.276 0.312 -0.434 0.483
H 2.22244 -7.52410 3.04200 -0.124 -0.035 -0.118 0.320
H 2.27943 -0.57840 -0.45171 0.205 -0.042 0.102 0.055
H 6.48844 -5.04689 4.46081 -0.584 -0.254 -0.113 0.586
C -1.42023 2.82322 -10.61251 0.916 -1.550 1.211 -0.749
C 2.31287 -3.65570 3.89713 -1.081 0.741 -0.197 -0.870
C -9.43881 -5.03172 -1.69239 0.496 -0.741 0.772 -0.613
H -4.80787 3.37606 4.31151 -0.385 -0.028 -0.378 0.340
C 8.24039 4.70095 3.10786 1.101 -1.019 -0.118 -0.569
H -2.39327 -3.59255 4.47948 0.184 -0.300 -0.051 0.480
H 2.22489 -3.45091 4.99321 -0.034 -0.088 -0.751 0.399
H -9.66557 -5.94318 -2.28860 -0.115 0.635 0.043 0.427
H 5.94140 0.38118 -2.79968 0.586 0.454 0.245 0.301
C 7.60462 -3.43226 2.82294 -0.217 -1.259 -0.118 -0.829
H -3.83263 -1.68434 -2.12192 0.186 -0.072 -0.073 0.155
H -1.80821 -5.62073 -0.39752 -0.242 -0.643 0.418 0.153
H -3.80945 6.37323 -3.76724 -0.367 -0.292 -0.424 0.290
H 7.34345 -1.38464 3.22986 0.072 0.247 0.219 0.118
H -2.64708 3.78656 -6.50163 0.769 0.256 0.690 0.059
C 5.47324 -5.42394 -0.02832 0.301 1.614 -0.143 -0.422
H 6.41647 -5.76127 2.82410 -0.087 0.249 0.029 0.485
H 7.44152 5.68032 -1.26024 0.624 -0.434 -0.014 0.413
H 7.23372 5.08370 3.03145 -0.312 -0.093 -0.023 0.217
C -0.12995 0.38625 5.32017 -0.266 -0.121 -0.007 -0.752
H 1.40076 -5.50454 0.25582 -0.084 0.438 -0.039 0.209
C 1.58730 -0.02717 6.83733 0.022 -0.025 -0.258 -1.012
H -2.90955 10.53146 -5.14534 -0.227 0.192 0.021 0.339
C -3.39465 1.67698 -3.46417 1.053 0.159 0.151 -0.628
C -3.39796 7.23498 -3.26832 1.848 -0.577 1.099 -0.342
C -2.23686 5.86130 -6.57490 0.267 0.233 0.774 -0.505
C 2.98145 0.28614 1.88240 -0.989 0.479 -0.933 -0.167
C 4.09647 -5.27568 0.59661 0.621 -0.787 -0.682 0.599
C -9.66523 0.03287 1.82399 -0.776 0.058 -1.468 0.401
C -0.45957 0.45605 3.82858 0.607 -0.888 -0.020 1.726
H -8.37425 -1.65024 -3.31546 -0.324 0.134 -0.316 0.475
H -1.62524 -5.12256 -4.07198 0.206 0.363 0.108 0.380
H -8.74152 -6.02289 1.39567 0.378 -0.337 -0.533 0.262
C -7.44091 0.64026 2.55819 0.838 0.073 -0.989 -1.563
C 11.04179 5.02045 4.81589 0.920 -0.720 -0.122 -0.736
O 4.41297 -9.20551 4.55090 0.382 -0.731 0.473 -0.407
C 1.57115 3.67066 -0.99557 1.033 -0.028 0.050 1.240
H 5.16812 -9.37708 -0.98843 -0.646 -0.415 0.608 0.350
C -3.27657 10.75415 -4.13129 1.190 0.444 -0.038 -0.742
H 4.65466 7.54574 1.14815 0.979 0.735 1.054 0.513
H 3.68727 3.47675 -1.43110 -0.013 -0.161 -0.171 0.177
C 5.37489 -8.68211 -1.78433 -0.647 -0.247 -0.488 -0.556
C -10.44476 -2.97175 1.64857 1.342 0.224 0.080 -0.596
C 5.32975 -9.97202 5.33220 -0.367 0.199 -0.422 -0.846
H 3.16343 -3.12067 3.49263 0.414 0.007 0.097 0.010
H 6.30009 -10.07655 4.87212 0.470 0.314 -0.417 0.316
H 11.17470 5.63867 3.94278 -0.227 0.475 -0.549 0.299
H 0.74834 -5.56506 4.78347 0.450 0.627 -0.179 0.394
H -3.63726 0.66850 -3.14765 -0.052 -0.307 0.413 -0.427
H -2.88677 -2.35275 -6.34361 -0.251 0.459 -0.096 0.516
H 11.96497 4.41961 4.88038 -0.151 0.542 0.404 0.252
O -11.11491 -1.86364 2.14821 -0.157 1.138 0.706 -0.404
C -2.28833 -2.69658 3.87401 0.971 0.367 0.893 -1.040
H 1.40154 -3.20614 3.35199 0.964 -0.902 0.804 -0.097
C 3.42323 -7.23461 5.55839 0.919 0.639 -0.491 -0.518
H 0.96878 -0.75627 7.38603 0.231 0.266 0.103 0.315
H -3.30339 6.11805 -6.46622 0.128 0.256 -0.222 0.234
H -2.36689 0.18915 1.76215 0.256 -0.075 -0.369 -1.222
H 5.66768 1.53018 2.53599 -0.067 -0.127 -0.141 -0.314
H -4.50281 5.52926 0.57884 -0.179 0.093 0.068 0.342
H 0.59765 -7.69326 3.84374 0.258 -0.103 -0.533 0.458
H -2.74020 0.57903 -9.92402 0.133 0.031 -0.225 0.380
C 2.98776 3.22557 -0.63686 -0.333 -0.711 0.207 -0.062
H 3.86217 -7.30113 -1.24194 -0.546 -0.072 0.459 0.185
O -5.74353 -1.60169 -1.36138 0.334 -0.161 -0.325 0.089
H 4.46838 -7.38310 3.64560 -0.153 -0.187 0.414 -0.362
H -2.26027 5.02236 -2.56464 0.538 0.129 0.666 -0.483
C -3.63049 5.20685 0.02687 0.376 0.936 -1.316 -0.174
H -2.07812 -1.48653 -8.08037 0.888 -0.032 -0.562 0.286
H 2.65169 7.52572 2.48960 0.154 -0.198 -0.068 0.443
H -1.30025 -2.24528 4.08000 -0.416 -0.241 0.239 -0.118
H 6.23265 -5.11740 0.68521 0.144 0.186 0.013 -0.178
C 6.18574 0.94183 -1.86431 -0.224 -0.089 -0.678 -0.254
N 5.73235 -6.76623 -0.40146 0.562 -1.441 -0.032 -0.296
H -1.01856 0.33430 -9.50668 0.066 0.318 -0.108 0.317
H -7.28690 -0.29449 3.08955 -0.194 -0.307 0.060 0.328
C 4.38223 2.97047 4.11198 0.382 -1.059 0.428 -0.391
H -10.25003 -5.77447 0.67435 -0.481 0.219 -0.422 0.299
H -0.31419 2.62885 -10.74303 -0.977 0.685 0.030 0.294
H -9.36387 -7.23067 0.14823 0.066 0.522 0.501 0.308
C -4.39951 -2.04137 -1.25775 -0.009 -0.113 -0.111 -0.367
H 1.64734 7.75351 1.09293 -0.416 0.340 -0.407 0.458
C 4.93518 -10.26179 -3.53288 0.461 0.261 1.908 -0.729
C -3.56186 1.86466 2.25924 0.106 -0.925 1.225 -0.425
C -2.32331 -2.99000 2.40138 0.483 0.464 -0.079 0.692
C -1.06360 -4.76138 -1.99207 -0.127 0.433 0.664 -0.073
C -2.06301 -5.06463 -3.07402 -0.712 -0.428 0.112 -1.179
N 8.48048 3.48208 2.25662 -0.495 -0.169 1.473 -0.420
H -1.70703 3.86843 -10.61099 0.251 0.057 -0.212 0.202
O 1.65600 0.31351 1.35221 0.556 -0.752 -0.633 1.045
O 6.75011 0.08226 -0.91324 -0.563 -0.510 0.503 -0.422
H -9.78560 -2.78555 0.78336 -0.611 0.085 -0.173 0.230
H 0.64729 -5.50182 2.98504 -0.083 -0.164 0.446 -0.106
H -9.23877 -3.68266 -3.28251 -0.106 0.081 -0.332 0.397
H -3.92649 4.79278 -0.95117 -0.112 0.079 0.230 0.120
H -1.31669 -3.89858 1.02799 0.227 -0.196 -0.079 0.113
H 6.43265 -8.83596 -1.92400 0.912 0.617 -0.344 0.429
C 6.96218 4.91730 -0.63591 -0.815 -0.662 -0.301 -0.671
N -8.83391 0.98916 2.45345 0.599 1.733 0.460 -0.244
H 3.65443 0.64836 1.11409 0.482 0.234 -0.098 -0.014
H -6.90058 -0.11702 -5.42139 -0.085 0.274 0.282 0.036
H 9.42227 3.24757 2.57376 0.061 -0.145 -0.556 0.290
H 5.82812 -1.80415 -1.22613 0.352 0.593 0.265 0.390
H -10.46960 0.52040 1.24975 0.118 0.046 0.385 0.303
H 5.48351 -9.67922 6.36119 -0.205 0.786 0.338 0.345
H -4.91594 -1.63894 -5.18260 0.476 0.114 -0.426 -0.092
H -1.54177 1.82124 1.70106 0.253 -0.397 -0.244 -0.523
H -2.07543 0.68305 -0.59176 0.146 0.145 -0.298 -0.411
H 8.93011 -1.77545 2.45838 -0.067 -0.161 0.531 0.507
C -10.28080 -0.88757 2.82835 -0.207 -1.538 -0.534 -0.494
H 3.78522 7.86479 -0.32292 -0.385 0.307 0.066 0.457
H 4.03785 -4.54200 1.41950 0.100 -0.182 -0.356 -0.230
H -6.02942 -1.22542 -3.44610 0.323 0.035 0.502 -0.833
```
Forces are in eV/Å.